# CHN3O3S

A cluster of 2 separate species, CHN3O3S in total (ωB97M-V/def2-TZVPD, the Open Molecules 2025 dataset).

As for the frontier orbital gap (spin up / spin down): 7.926 / 7.137 eV. As for the calculated total energy: -22497.372 eV. The spin multiplicity is 1. For the energy above the lowest of the compared OMol25 structures with the same formula, charge and spin, the calculation gives 96.01 kcal/mol. The calculation puts the highest occupied orbital energy (spin up / spin down) at -8.91 / -8.51 eV. The calculation puts the strongest force on any atom at 3.149 eV/Å. Its molecular weight is 135.1 g mol⁻¹.

Each line ends with the Löwdin charge.
Positions of all 9 atoms, in Å:
C1 0.9676 -1.7286 -0.4137  -0.485
N1 -2.2908 0.3966 -0.0091  0.130
N2 -0.2603 1.5066 -0.3280  -0.226
N3 -1.2417 0.9721 0.1581  -0.213
O1 1.9020 -1.8925 -1.0478  0.214
O2 0.0188 -1.6706 0.2502  0.166
O3 2.1012 0.3734 0.4986  -0.604
S1 1.4804 1.6199 -0.0855  0.907
H1 -2.6772 0.4230 0.9773  0.110

# CHN3OS

A cluster of 2 separate species, CHN3OS in total (ωB97M-V/def2-TZVPD, the Open Molecules 2025 dataset).

As for the frontier orbital gap: 10.695 eV. As for the calculated total energy: -18404.003 eV. The spin multiplicity is 1. For the energy above the lowest of the compared OMol25 structures with the same formula, charge and spin, the calculation gives 49.85 kcal/mol. The calculation puts the highest occupied orbital energy at -10.08 eV. The calculation puts the strongest force on any atom at 3.798 eV/Å. Its molecular weight is 103.1 g mol⁻¹.

Each line ends with the Löwdin charge.
Positions of all 7 atoms, in Å:
C1 2.4551 -0.2388 0.4927  -0.949
N1 0.0310 1.5305 0.1522  -0.311
N2 -0.6988 1.3920 0.9694  0.208
N3 0.9065 1.4944 -0.6491  0.067
O1 1.5788 -0.3543 1.2443  0.070
S1 3.4709 0.0205 -0.5788  0.834
H1 1.1502 2.0467 -1.4307  0.081

# CHN4

A cluster of 2 separate species, CHN4 in total (ωB97M-V/def2-TZVPD, the Open Molecules 2025 dataset).

As for the frontier orbital gap: 8.646 eV. As for the calculated total energy: -7012.345 eV. Its total charge is -1. The spin multiplicity is 1. For the energy above the lowest of the compared OMol25 structures with the same formula, charge and spin, the calculation gives 54.53 kcal/mol. The calculation puts the highest occupied orbital energy at -3.65 eV. The calculation puts the strongest force on any atom at 4.581 eV/Å. Its molecular weight is 69.0 g mol⁻¹.

Each line ends with the Löwdin charge.
Positions of all 6 atoms, in Å:
C1 1.3408 -0.5133 0.1444  -0.238
N1 2.1933 0.1890 -0.0710  -0.025
N2 -1.3358 1.5591 0.0314  -0.014
N3 -1.2077 -0.7176 -0.1524  -0.077
N4 -1.2435 0.4244 -0.1121  -0.592
H1 0.2528 -0.9416 0.1597  -0.054

# CHN4O2

The ion CHN4O2 with charge -1 (ωB97M-V/def2-TZVPD, the Open Molecules 2025 dataset).

As for the frontier orbital gap: 8.867 eV. As for the calculated total energy: -11105.829 eV. Its total charge is -1. The spin multiplicity is 1. For the energy above the lowest of the compared OMol25 structures with the same formula, charge and spin, the calculation gives 90.41 kcal/mol. The calculation puts the highest occupied orbital energy at -4.65 eV. The calculation puts the strongest force on any atom at 4.542 eV/Å. Its molecular weight is 101.0 g mol⁻¹.

Each line ends with the Löwdin charge.
Positions of all 8 atoms, in Å:
C1 -0.5291 -0.1142 0.1933  -0.468
N1 0.6106 -0.4313 1.9905  -0.178
N2 -0.6807 -0.4909 1.4949  -0.019
N3 0.8143 0.1420 -0.0486  -0.060
N4 1.4442 -0.0548 1.1165  -0.167
O1 -0.6411 0.4933 -2.0390  -0.084
O2 -1.3437 -0.0929 -0.9194  -0.083
H1 0.3255 0.5488 -1.7881  0.059

- Which of these has the lowest molecular weight?
  CHN4

- strongest force on any atom of number 2 (CHN3OS)?
  3.798 eV/Å

- Which of these has the highest molecular weight?
  CHN3O3S

- What is the calculated total energy in the first record?
  -22497.372 eV